Here is a single CH3NO2S molecule from OMol25. Energies are from wB97M-V/def2-TZVPD.

Structure (SMILES): O=NSCO
E_LUMO: -0.23 eV
Charge: 0

```
8
Properties=species:S:1:pos:R:3:forces:R:3:mulliken_charge:R:1
O 1.390547 3.319559 0.462089 0.465 -1.004 -0.204 -0.42
N 0.995469 2.166681 0.441419 -2.533 3.281 1.308 0.12
S 1.837260 0.943407 -0.115660 0.946 -3.349 -0.830 0.09
C 0.301347 -0.242496 0.046553 0.270 1.130 2.325 -0.36
O -0.494629 -0.157520 -1.027855 -0.241 -0.161 -1.789 -0.45
H 0.525760 -1.257925 0.303806 0.770 -0.491 -0.271 0.37
H -0.297985 0.177097 0.884098 1.131 0.048 0.174 0.30
H -0.636745 0.785875 -1.063202 -0.807 0.545 -0.713 0.36
```
Positions in Å, forces in eV/Å.

Here is 2 unconnected molecules or ions with the total composition CH3NO2S from OMol25. Energies are from wB97M-V/def2-TZVPD.

E_LUMO: -1.37 eV
Charge: 0

```
8
Properties=species:S:1:pos:R:3:forces:R:3:mulliken_charge:R:1
C -0.667739 -0.254155 -0.578312 0.546 1.413 -0.517 -0.24
N -0.340110 -0.518619 0.930003 -3.954 4.658 2.343 -0.47
O 1.428007 1.449934 0.108263 -2.061 -3.136 0.080 -0.53
O 1.893821 -0.993351 -0.087126 -0.142 -0.022 0.034 -0.51
S 0.914720 0.044192 0.045423 2.776 2.252 -0.708 0.87
H -0.999592 -1.146965 -1.066254 0.146 -0.303 -0.399 0.28
H -1.057291 0.727618 -0.975647 -0.165 -1.222 0.938 0.28
H -1.171815 0.691347 1.623648 2.853 -3.640 -1.770 0.32
```
Positions in Å, forces in eV/Å.

Here is a single CH3NO2S molecule from OMol25. Energies are from wB97M-V/def2-TZVPD.

⟨S²⟩: 2.011
Spin multiplicity: 3
E_LUMO (alpha / beta): 0.30 / -3.18 eV
Charge: 0

```
8
Properties=species:S:1:pos:R:3:forces:R:3:lowdin_spin:R:1
C 0.268092 -0.081777 -0.020065 2.348 1.401 -0.725 0.13
N 0.914555 -1.303697 0.183542 2.206 -0.444 1.355 0.87
O 0.813089 -3.994243 0.327109 1.584 0.067 1.893 0.22
O -1.397333 -2.891835 0.317057 1.351 1.310 1.624 0.23
S 0.066157 -2.792767 0.125426 -3.711 -1.464 -5.502 0.45
H 0.853043 0.611963 0.627197 -0.948 -0.078 -0.110 0.03
H -0.726537 -0.226480 0.170957 -2.856 0.534 0.618 0.01
H 0.377278 0.440034 -1.039339 0.026 -1.326 0.846 0.06
```
Positions in Å, forces in eV/Å.

Here is a molecular structure, CH3NO3 from OMol25. Energies are from wB97M-V/def2-TZVPD.

E_LUMO: -0.24 eV
Charge: 0

```
8
Properties=species:S:1:pos:R:3:forces:R:3:mulliken_charge:R:1
C 0.365763 0.174447 -0.487000 3.654 0.159 -0.867 -0.22
N -0.343003 -0.764312 0.308003 -0.862 -0.876 1.600 0.94
O -1.048919 -0.281972 1.166611 -0.877 -0.154 0.706 -0.62
O -0.086044 -1.924716 0.186912 -0.101 -1.202 -0.408 -0.52
O -0.074920 1.416403 -0.280666 -0.936 2.011 1.561 -0.48
H 1.575464 -0.097031 0.082681 -3.156 0.993 -2.461 0.25
H 0.155948 -0.021534 -1.594214 1.237 -0.419 1.544 0.26
H -0.544289 1.498716 0.617673 1.041 -0.511 -1.675 0.38
```
Positions in Å, forces in eV/Å.

Here is a molecular structure, CH3NO3 from OMol25. Energies are from wB97M-V/def2-TZVPD.

E_LUMO: 0.64 eV
Charge: 0

```
8
Properties=species:S:1:pos:R:3:forces:R:3:mulliken_charge:R:1
O 0.860025 0.002800 0.371338 -0.364 -0.333 0.008 -0.41
O 0.653294 -1.308217 0.931497 0.084 0.549 -0.247 -0.31
H 1.479873 -1.741270 0.672880 -0.082 0.063 0.015 0.34
H 0.343636 1.030413 0.955335 -0.028 -0.094 -0.056 0.49
N -1.250142 0.233554 -1.290427 0.102 0.080 0.130 -0.52
C -0.625363 0.733488 -0.374330 0.233 -0.163 0.194 0.62
O -0.527922 1.672138 0.452967 0.007 -0.126 -0.104 -0.50
H -0.933402 -0.622905 -1.719259 0.048 0.023 0.061 0.29
```
Positions in Å, forces in eV/Å.

Here is a single CH3NO3 molecule from OMol25. Energies are from wB97M-V/def2-TZVPD.

Structure (SMILES): NOOC=O
E_LUMO: -0.18 eV
Charge: 0

```
8
Properties=species:S:1:pos:R:3:forces:R:3:mulliken_charge:R:1
N 1.839111 -0.216392 -0.098029 -1.434 -0.479 0.965 -0.29
O 0.711710 0.508105 0.094866 0.062 -0.204 0.128 -0.15
O -0.618707 -0.415188 0.223682 2.294 -0.900 0.004 -0.21
C -1.670535 0.326632 -0.038519 0.422 1.935 1.013 0.29
O -2.765841 -0.148242 -0.037475 -0.214 0.237 -0.437 -0.48
H 1.624544 -0.829400 -0.900650 0.881 0.018 0.723 0.29
H 2.225227 -0.656856 0.804138 -1.132 0.511 -1.901 0.28
H -1.345507 1.431341 -0.048010 -0.877 -1.118 -0.495 0.27
```
Positions in Å, forces in eV/Å.

Here is 2 unconnected molecules or ions with the total composition CH3NO3PS from OMol25. Energies are from wB97M-V/def2-TZVPD.

E_LUMO: -6.38 eV
Charge: +1

```
10
Properties=species:S:1:pos:R:3:forces:R:3:mulliken_charge:R:1
C -2.441723 -1.694235 -0.150106 1.186 2.235 2.226 0.36
N -2.764809 -2.510577 -0.860570 -0.754 -1.840 -1.650 -0.18
O -2.039577 2.341915 0.436486 0.369 -1.471 0.990 -0.41
O -2.448416 1.038654 -1.673791 -0.635 -0.790 -3.219 -0.36
O 0.649231 -1.270889 0.301229 0.574 0.800 -0.710 -0.64
P -2.175887 0.984827 -0.300873 0.313 1.270 3.050 1.03
S -1.940023 -0.519202 1.021108 -0.674 -0.067 -0.787 0.12
H -2.493624 3.088156 0.040724 -0.176 0.755 -0.434 0.41
H 1.368237 -0.786833 0.763647 -0.467 -0.544 -0.587 0.34
H 0.758466 -1.084328 -0.662765 0.264 -0.349 1.121 0.34
```
Positions in Å, forces in eV/Å.

Here is 2 unconnected molecules or ions with the total composition CH3NO3S from OMol25. Energies are from wB97M-V/def2-TZVPD.

⟨S²⟩: 2.009
Spin multiplicity: 3
E_LUMO (alpha / beta): 6.77 / 6.79 eV
Charge: -2

```
9
Properties=species:S:1:pos:R:3:forces:R:3:lowdin_spin:R:1
C -0.931161 0.156096 -0.766051 -1.746 -1.853 0.633 0.38
N -1.849436 -0.078974 0.238717 -0.120 -1.482 1.196 0.36
O -3.118487 0.399587 0.281196 0.492 -0.138 -0.175 0.15
O 3.411198 1.136871 0.484364 -1.381 -2.238 -0.366 0.26
O 2.742134 -1.493578 0.605165 -0.238 3.002 -0.696 0.27
S 2.370921 -0.008840 0.160161 2.276 -0.778 1.252 0.48
H -0.920311 1.078349 -1.206275 -0.514 2.480 -0.980 0.06
H 0.030416 -0.190024 -0.590333 1.274 -0.950 0.495 0.04
H -1.735277 -0.999483 0.793055 -0.043 1.956 -1.360 0.00
```
Positions in Å, forces in eV/Å.

Here is a single CH3NO3S molecule from OMol25. Energies are from wB97M-V/def2-TZVPD.

E_LUMO: -1.23 eV
Charge: 0

```
9
Properties=species:S:1:pos:R:3:forces:R:3:mulliken_charge:R:1
C -0.067517 -0.105528 -0.137098 -3.558 -1.767 2.973 -0.01
N -0.220620 0.079382 1.135445 1.140 -1.813 -0.175 -0.58
O 2.478461 -0.918016 -0.845075 -0.188 0.680 0.718 -0.44
O 2.607020 0.589521 1.143432 0.259 -0.398 -0.430 -0.41
O -0.152304 0.976942 -0.873739 -1.101 -0.565 -2.806 -0.45
S 2.143007 0.331923 -0.191332 3.833 -0.159 0.130 0.77
H -0.110321 -1.108727 -0.596637 0.359 0.877 -0.315 0.43
H -0.028007 -0.797986 1.704126 -0.591 1.249 -1.051 0.26
H 0.013337 1.648560 -0.242685 -0.154 1.896 0.955 0.43
```
Positions in Å, forces in eV/Å.

Here is a single CH3NO3S molecule from OMol25. Energies are from wB97M-V/def2-TZVPD.

Structure (SMILES): N=[S@@H](=O)OC=O
E_LUMO: 0.35 eV
Charge: 0

```
9
Properties=species:S:1:pos:R:3:forces:R:3:mulliken_charge:R:1
N -0.960207 -0.024855 -1.286261 -0.060 -0.215 0.113 -0.50
S -0.937305 0.346564 0.153017 -1.048 2.812 0.701 0.66
O -2.031954 0.176853 1.078531 1.112 -0.683 -0.193 -0.53
O 0.438734 -0.320866 0.947870 -3.327 -0.210 1.031 -0.28
C 1.528592 -0.368305 0.232060 3.006 -0.669 1.678 0.24
O 1.790140 0.427138 -0.586051 0.812 1.076 -2.145 -0.42
H -1.371782 -0.944217 -1.417025 -0.030 -0.113 -0.224 0.27
H -0.750621 1.790659 0.182468 0.631 -2.346 -0.221 0.23
H 2.294403 -1.082971 0.695391 -1.096 0.349 -0.741 0.33
```
Positions in Å, forces in eV/Å.

Here is a single CH3NO4 molecule from OMol25. Energies are from wB97M-V/def2-TZVPD.

Structure (SMILES): O=[N+]([O-])OCO
E_LUMO: 0.12 eV
Charge: 0

```
9
Properties=species:S:1:pos:R:3:forces:R:3:mulliken_charge:R:1
O -0.862818 -1.118719 0.759448 0.236 -1.284 0.807 -0.58
N -1.350723 -0.182933 0.221792 0.426 1.738 -1.466 1.07
O -2.458889 0.208493 0.180664 -1.026 -0.061 0.263 -0.55
O -0.475436 0.670337 -0.522414 -0.963 0.149 0.013 -0.31
C 0.855859 0.188201 -0.521096 0.108 1.541 -2.291 -0.07
O 1.405949 0.302070 0.694518 0.104 0.554 2.863 -0.51
H 1.349094 0.796688 -1.420049 -0.680 -1.088 2.419 0.24
H 0.800739 -0.817325 -0.769858 0.033 -2.047 -1.035 0.34
H 0.736221 -0.046809 1.376995 1.763 0.498 -1.572 0.36
```
Positions in Å, forces in eV/Å.

Here is a molecular structure, CH3NO5 from OMol25. Energies are from wB97M-V/def2-TZVPD.

E_LUMO: 0.36 eV
Charge: 0

```
10
Properties=species:S:1:pos:R:3:forces:R:3:mulliken_charge:R:1
C 0.518145 -0.019269 -0.004883 -2.217 0.103 0.005 0.64
N -1.379980 0.022442 0.017213 3.071 0.069 0.018 0.85
O -1.838935 1.124766 0.183373 -0.770 -0.064 0.043 -0.57
O -1.941629 -1.034972 -0.100126 -0.565 -0.010 0.015 -0.57
O 0.824887 -0.636363 -1.159546 0.238 0.062 0.411 -0.48
O 0.815383 1.283769 0.035537 0.493 -0.523 -0.222 -0.47
O 0.813426 -0.731918 1.099346 0.181 0.419 -0.296 -0.48
H 0.847555 -0.000027 -1.884314 -0.097 0.105 0.013 0.34
H 0.624638 1.664708 0.899859 -0.210 -0.058 0.099 0.37
H 0.716514 -1.673133 0.913537 -0.125 -0.104 -0.086 0.37
```
Positions in Å, forces in eV/Å.

Repeat the sixth record exactly.
Here is a single CH3NO3 molecule from OMol25. Energies are from wB97M-V/def2-TZVPD.

Structure (SMILES): NOOC=O
E_LUMO: -0.18 eV
Charge: 0

```
8
Properties=species:S:1:pos:R:3:forces:R:3:mulliken_charge:R:1
N 1.839111 -0.216392 -0.098029 -1.434 -0.479 0.965 -0.29
O 0.711710 0.508105 0.094866 0.062 -0.204 0.128 -0.15
O -0.618707 -0.415188 0.223682 2.294 -0.900 0.004 -0.21
C -1.670535 0.326632 -0.038519 0.422 1.935 1.013 0.29
O -2.765841 -0.148242 -0.037475 -0.214 0.237 -0.437 -0.48
H 1.624544 -0.829400 -0.900650 0.881 0.018 0.723 0.29
H 2.225227 -0.656856 0.804138 -1.132 0.511 -1.901 0.28
H -1.345507 1.431341 -0.048010 -0.877 -1.118 -0.495 0.27
```
Positions in Å, forces in eV/Å.

Q: What is the charge in the seventh record?
A: +1

Q: What is the charge in the fifth record?
A: 0

Repeat the eleventh record exactly.
Here is a single CH3NO4 molecule from OMol25. Energies are from wB97M-V/def2-TZVPD.

Structure (SMILES): O=[N+]([O-])OCO
E_LUMO: 0.12 eV
Charge: 0

```
9
Properties=species:S:1:pos:R:3:forces:R:3:mulliken_charge:R:1
O -0.862818 -1.118719 0.759448 0.236 -1.284 0.807 -0.58
N -1.350723 -0.182933 0.221792 0.426 1.738 -1.466 1.07
O -2.458889 0.208493 0.180664 -1.026 -0.061 0.263 -0.55
O -0.475436 0.670337 -0.522414 -0.963 0.149 0.013 -0.31
C 0.855859 0.188201 -0.521096 0.108 1.541 -2.291 -0.07
O 1.405949 0.302070 0.694518 0.104 0.554 2.863 -0.51
H 1.349094 0.796688 -1.420049 -0.680 -1.088 2.419 0.24
H 0.800739 -0.817325 -0.769858 0.033 -2.047 -1.035 0.34
H 0.736221 -0.046809 1.376995 1.763 0.498 -1.572 0.36
```
Positions in Å, forces in eV/Å.